C3H2N2O2 | ωB97M-V/def2-TZVPD

Results
ΔE to the lowest compared entry with this formula, charge and spin (kJ/mol): 217.7
F_max (eV/Å): 2.0
Structure (SMILES): [H]/N=C(/C#N)OC=O
Energy (eV): -10215.933

Bonds (Å) are listed after each position.
Atoms and positions in Å:
1 O -0.11 0.83 0.35  C6 1.383, C7 1.369
2 O -1.10 2.60 -0.58  C6 1.188
3 N 0.87 -1.02 1.37  C7 1.262, H9 1.006
4 N 1.00 -2.17 -1.31  C5 1.158
5 C 0.42 -1.47 -0.60  N4 1.158, C7 1.449
6 C -1.02 1.41 -0.51  O1 1.383, O2 1.188, H8 1.098
7 C 0.17 -0.51 0.45  O1 1.369, N3 1.262, C5 1.449
8 H -1.65 0.69 -1.05  C6 1.098
9 H 1.42 -0.36 1.89  N3 1.006

Want to see where the charge sits? The natural (NBO) charges in e are: O -0.501; O -0.487; N -0.540; N -0.251; C 0.177; C 0.650; C 0.455; H 0.131; H 0.367

C3H2N2O2 | ωB97M-V/def2-TZVPD

Results
ΔE to the lowest compared entry with this formula, charge and spin (kJ/mol): 374.0
F_max (eV/Å): 0.8
Structure (SMILES): O=CC(=O)N1C=N1
Energy (eV): -10214.312

Bonds (Å) are listed after each position.
Atoms and positions in Å:
1 O -0.33 -1.68 -0.11  C6 1.201
2 O -2.24 0.52 -1.02  C5 1.204
3 N 2.09 -0.63 0.57  N4 1.704, C7 1.232
4 N 0.67 0.32 0.53  N3 1.704, C6 1.414, C7 1.393
5 C -1.73 0.25 0.03  O2 1.204, C6 1.530, H8 1.104
6 C -0.39 -0.50 0.09  O1 1.201, N4 1.414, C5 1.530
7 C 1.88 0.33 -0.17  N3 1.232, N4 1.393, H9 1.075
8 H -2.21 0.48 1.00  C5 1.104
9 H 2.32 0.98 -0.91  C7 1.075

Want to see where the charge sits? The natural (NBO) charges in e are: O -0.489; O -0.464; N -0.115; N -0.400; C 0.355; C 0.559; C 0.196; H 0.138; H 0.221

C3H2N2O2 | ωB97M-V/def2-TZVPD

Results
ΔE to the lowest compared entry with this formula, charge and spin (kJ/mol): 340.3
F_max (eV/Å): 5.1
Structure (SMILES): N=C=C=O.N=C=O
Energy (eV): -10214.662

Bonds (Å) are listed after each position.
Atoms and positions in Å:
1 O 0.32 -1.93 -1.39  C5 1.164
2 O -0.83 1.53 -1.31  C7 1.177
3 N -0.67 -0.32 1.74  C6 1.241, H8 0.974
4 N 1.23 1.14 -0.26  C7 1.179, H9 1.072
5 C -0.10 -1.28 -0.52  O1 1.164, C6 1.280
6 C -0.40 -0.81 0.63  N3 1.241, C5 1.280
7 C 0.15 1.20 -0.74  O2 1.177, N4 1.179
8 H -1.53 0.13 1.73  N3 0.974
9 H 1.84 0.35 0.13  N4 1.072

Want to see where the charge sits? The natural (NBO) charges in e are: O -0.409; O -0.516; N -0.479; N -0.739; C 0.495; C 0.037; C 0.810; H 0.348; H 0.453

C3H2N2O2 | ωB97M-V/def2-TZVPD

Results
ΔE to the lowest compared entry with this formula, charge and spin (kJ/mol): 180.8
F_max (eV/Å): 3.8
Energy (eV): -10216.315

Bonds (Å) are listed after each position.
Atoms and positions in Å:
1 O 2.19 -2.63 -0.08  C5 1.210
2 O 4.48 1.04 -0.12  C7 1.157
3 N -0.11 0.00 0.28  C6 1.413, H8 1.008, H9 0.988
4 N 2.15 0.79 0.08  C6 1.410, C7 1.210
5 C 1.82 -1.50 0.15  O1 1.210, C6 1.316
6 C 1.27 -0.31 0.14  N3 1.413, N4 1.410, C5 1.316
7 C 3.36 0.87 0.10  O2 1.157, N4 1.210
8 H -0.33 0.77 -0.33  N3 1.008
9 H -0.55 -0.89 0.27  N3 0.988

Want to see where the charge sits? The natural (NBO) charges in e are: O -0.446; O -0.475; N -0.801; N -0.547; C 0.568; C 0.051; C 0.872; H 0.395; H 0.384

Q: Which of these has the lowest F_max?
A: number 2